Here is a molecular structure, C38H79FO8Si2 at a distorted geometry from the OMol25 dataset. Energies are from the ωB97M-V functional and the def2-TZVPD basis.

Computed properties:
Spin multiplicity ... 1
Net charge ... 0
E_HOMO ... -0.346 Ha
Orbital gap ... 9.8 eV
E_tot ... -2775.674619 Ha

Geometry as XYZ:
```
128
Properties=species:S:1:pos:R:3:lowdin_charge:R:1
Si 3.723 2.930 -0.925 0.487
Si 4.149 0.678 0.902 0.635
F 4.618 -1.602 2.430 -0.182
O 1.166 2.303 4.031 -0.149
O 8.125 8.197 1.266 -0.018
O 4.310 1.302 -0.720 -0.382
O -6.239 -2.821 -5.266 0.031
O 8.863 7.865 -1.108 -0.136
O 6.698 -6.396 3.445 0.047
O -8.614 -4.393 2.195 0.030
O -6.155 -4.939 5.545 0.039
C -5.923 -0.801 -1.879 -0.227
C -1.189 1.811 -1.364 -0.225
C -3.300 0.059 -1.703 -0.214
C 6.214 -5.181 5.442 -0.030
C 1.420 3.415 0.960 -0.242
C 7.859 5.790 0.225 -0.023
C 2.237 2.816 -2.195 -0.232
C -4.676 -0.031 -2.613 -0.225
C -8.239 -6.261 3.634 -0.028
C -5.880 -2.818 6.606 -0.025
C -0.092 1.362 -2.510 -0.208
C 6.472 -5.304 3.965 -0.492
C -10.521 -5.788 2.542 -0.029
C -9.082 -5.391 2.741 -0.484
C 5.308 4.210 -3.154 -0.231
C 1.442 1.373 -1.902 -0.246
C -6.933 -3.041 -0.807 -0.253
C -5.781 -2.444 -1.835 -0.215
C 6.444 -4.041 3.147 -0.034
C -8.047 -4.119 -6.130 -0.026
C 7.821 8.681 -1.785 -0.184
C 3.008 3.796 0.635 -0.284
C -4.041 -3.896 5.164 -0.024
C 4.171 -2.667 -1.229 -0.126
C -2.745 1.619 -1.846 -0.233
C 1.042 4.263 2.341 -0.176
C -5.673 -5.068 -5.842 -0.026
C -6.444 -4.514 -0.269 -0.149
C 1.737 3.638 3.689 -0.242
C 6.715 6.590 -3.222 -0.188
C -5.425 -3.971 5.753 -0.478
C 6.463 7.843 -2.170 -0.191
C 8.303 7.396 0.201 -0.267
C 5.176 -1.974 -0.094 -0.212
C 5.192 4.011 -1.537 -0.253
C 4.195 -1.274 1.018 -0.347
C 5.239 5.850 -3.473 -0.209
C -6.619 -3.905 -5.706 -0.491
H 5.805 -2.840 0.430 0.107
H 1.428 1.078 -0.771 0.079
H 3.069 -1.662 0.952 0.124
H -0.121 4.250 2.471 0.118
H 7.136 7.069 -4.212 0.115
H -5.604 -5.371 -6.890 0.085
H -3.299 -3.838 5.965 0.086
H 6.647 -4.282 2.098 0.073
H 8.139 5.272 1.239 0.100
H 6.676 5.781 0.164 0.071
H 8.286 9.179 -2.759 0.143
H 6.266 -6.173 5.904 0.083
H 4.620 -2.421 -2.285 0.081
H -8.614 -3.195 -5.977 0.085
H 4.488 3.680 -3.796 0.086
H -5.014 1.095 -2.801 0.103
H -5.884 -1.898 6.016 0.088
H 0.794 3.789 0.015 0.097
H -8.660 -6.277 4.642 0.089
H -0.196 1.958 -3.519 0.123
H 5.216 -4.768 5.612 0.086
H 1.728 1.666 3.475 0.077
H -8.085 -4.380 -7.191 0.085
H 1.567 4.393 4.596 0.133
H -6.888 -0.579 -2.543 0.119
H 2.030 0.508 -2.475 0.118
H -3.499 -0.263 -0.592 0.115
H -6.017 -2.896 -2.892 0.092
H -6.784 -4.755 0.842 0.057
H -7.117 -2.255 0.054 0.104
H 6.973 -4.542 5.900 0.085
H 6.249 3.672 -1.100 0.096
H -6.897 -3.010 6.963 0.085
H 1.222 2.266 1.046 0.075
H 1.523 3.747 -2.081 0.090
H -0.330 0.223 -2.758 0.107
H -11.007 -5.069 1.874 0.083
H -3.849 -4.797 4.572 0.085
H -6.019 -5.902 -5.226 0.086
H 3.998 -3.817 -1.032 0.089
H -11.043 -5.783 3.502 0.085
H 8.262 5.187 -0.696 0.085
H 5.905 7.373 -1.234 0.101
H -4.719 -2.768 -1.459 0.105
H -6.162 -0.384 -0.791 0.113
H -3.472 2.278 -1.171 0.119
H 2.958 1.090 1.630 -0.032
H -8.499 -4.911 -5.527 0.086
H -8.189 -7.273 3.226 0.087
H 1.464 5.366 2.193 0.121
H 6.359 3.860 -3.561 0.113
H 2.902 3.486 3.617 0.113
H -7.224 -5.853 3.684 0.061
H -7.982 -3.204 -1.352 0.115
H 3.117 -2.138 -1.176 0.068
H -3.963 -3.024 4.510 0.088
H 4.888 6.076 -4.580 0.110
H 7.590 9.578 -1.031 0.139
H 5.456 -3.577 3.214 0.069
H 5.019 5.100 -1.078 0.064
H -1.041 1.283 -0.326 0.118
H -6.804 -5.389 -0.964 0.074
H 7.213 -3.351 3.503 0.092
H 2.582 2.751 -3.310 0.075
H -4.450 -0.494 -3.687 0.125
H 7.472 5.776 -2.791 0.107
H 2.977 4.962 0.372 0.104
H 5.691 8.622 -2.635 0.132
H -2.950 1.963 -2.961 0.116
H 5.315 1.130 1.699 -0.008
H -10.572 -6.780 2.086 0.084
H 3.697 3.738 1.601 0.084
H -1.019 2.970 -1.173 0.101
H -5.271 -4.527 -0.281 0.063
H -2.484 -0.623 -2.212 0.101
H -4.677 -4.767 -5.498 0.086
H -5.220 -2.712 7.471 0.086
H 5.948 -1.231 -0.568 0.109
H 4.453 6.402 -2.774 0.105
```